{"formula": "C33H38N4O3PbS2Sb", "method": "ωB97M-V with the def2-TZVPD basis set", "species": ["Pb", "Sb", "S", "S", "O", "O", "O", "N", "N", "N", "N", "C", "C", "C", "C", "C", "C", "C", "C", "C", "C", "C", "C", "C", "C", "C", "C", "C", "C", "C", "C", "C", "C", "C", "C", "C", "C", "C", "C", "C", "C", "C", "C", "C", "H", "H", "H", "H", "H", "H", "H", "H", "H", "H", "H", "H", "H", "H", "H", "H", "H", "H", "H", "H", "H", "H", "H", "H", "H", "H", "H", "H", "H", "H", "H", "H", "H", "H", "H", "H", "H", "H"], "positions_angstrom": [[-0.071, 0.081, -0.549], [-2.691, 1.385, -1.210], [0.356, -0.682, -3.008], [1.141, 2.435, 2.019], [5.749, 0.116, -7.094], [6.320, -1.494, -5.668], [0.171, 1.995, 0.906], [-0.373, -4.676, 0.619], [0.341, -3.574, 2.586], [-0.495, -2.265, 0.728], [-1.967, -3.661, 2.048], [3.739, 0.546, -4.851], [-2.479, 4.340, -0.304], [-4.545, -0.039, -5.539], [0.476, -2.341, 1.860], [-4.882, -0.368, -0.023], [2.556, 0.583, -4.140], [5.526, -0.715, -6.107], [-2.650, 0.228, -4.111], [-4.931, 1.874, 0.874], [0.009, 3.062, 3.294], [-1.856, -2.430, 1.313], [-6.104, 1.570, 1.546], [-2.923, 3.523, -1.333], [0.599, -4.707, 1.705], [-3.475, 0.681, -3.105], [1.782, 4.031, 1.432], [-6.663, 0.305, 1.435], [-0.246, -3.458, -0.134], [-1.002, -3.686, 3.141], [-2.795, 5.689, -0.322], [3.472, -1.840, -5.192], [2.273, -1.802, -4.516], [-6.052, -0.666, 0.652], [-4.847, 0.779, -3.295], [-3.964, 5.394, -2.400], [-3.650, 4.044, -2.394], [-4.336, 0.906, 0.077], [1.828, -0.596, -3.962], [-3.542, 6.214, -1.366], [-5.368, 0.421, -4.528], [-3.177, -0.140, -5.338], [4.185, -0.660, -5.400], [-1.717, -4.795, 1.166], [-1.575, 0.141, -3.956], [2.344, 3.852, 0.521], [1.686, -2.697, -4.388], [-1.092, -4.625, 3.688], [-3.986, 3.408, -3.203], [-4.965, -0.332, -6.489], [1.492, -2.265, 1.463], [-6.488, -1.649, 0.567], [-4.414, -1.113, -0.657], [-5.498, 1.134, -2.507], [-1.800, -5.723, 1.731], [-6.434, 0.502, -4.685], [4.311, 1.453, -4.984], [-6.581, 2.320, 2.158], [0.763, -3.391, -0.550], [3.843, -2.774, -5.584], [2.447, 4.422, 2.195], [-7.577, 0.072, 1.960], [-0.832, 3.570, 2.830], [-2.529, -0.509, -6.118], [-1.893, 3.927, 0.507], [-2.467, 6.328, 0.483], [0.563, 3.737, 3.936], [0.493, -5.636, 2.265], [1.613, -4.643, 1.303], [-1.191, -2.853, 3.823], [-2.448, -4.801, 0.354], [-0.967, -3.458, -0.955], [-3.794, 7.263, -1.378], [0.970, 4.722, 1.238], [-2.060, -1.588, 1.981], [5.002, 0.663, -7.381], [0.293, -1.501, 2.536], [-4.542, 5.803, -3.215], [-2.590, -2.425, 0.503], [2.191, 1.517, -3.742], [-4.502, 2.865, 0.954], [-0.346, 2.224, 3.886]], "forces_ev_per_a": [[-0.2, -0.1, 1.2], [-2.0, 0.7, -0.6], [1.5, 0.0, -1.2], [-0.2, 1.2, 0.5], [0.5, 0.4, -0.6], [0.0, 0.2, -0.2], [-0.3, -0.7, -0.7], [0.2, -0.6, -0.7], [0.6, 0.2, 0.6], [0.2, 0.5, -0.2], [-0.8, 0.0, 0.3], [-0.7, 0.4, 0.4], [0.2, -0.1, 0.2], [0.1, -0.1, -0.2], [0.3, 0.0, 0.4], [0.1, -0.2, -0.1], [0.8, 0.8, -0.3], [-0.6, -0.5, 0.8], [0.6, -0.1, -0.1], [0.2, 0.3, 0.0], [0.3, -0.4, -0.1], [-0.6, 0.1, 0.1], [0.0, 0.0, 0.0], [0.5, -0.5, 0.1], [0.0, 0.2, -0.1], [0.5, 0.1, 0.7], [-0.1, -0.5, 0.1], [0.0, 0.0, 0.0], [0.1, -0.3, -0.4], [0.0, 0.2, -0.1], [0.0, 0.0, 0.1], [-0.7, -0.4, 0.1], [0.8, -0.7, -0.5], [0.0, -0.1, 0.0], [0.0, 0.1, 0.2], [0.0, 0.0, 0.0], [0.0, -0.3, -0.2], [0.6, -0.1, -0.2], [-1.6, -0.3, 1.3], [0.0, 0.0, 0.0], [-0.3, 0.1, 0.1], [-0.1, 0.0, 0.1], [0.5, 0.1, -0.2], [0.0, 0.2, -0.1], [-0.4, 0.2, -0.1], [0.1, -0.1, 0.0], [0.0, -0.1, 0.0], [0.0, 0.1, 0.0], [0.0, 0.0, 0.0], [-0.1, 0.0, -0.1], [0.0, 0.0, -0.1], [0.0, -0.1, 0.0], [-0.1, -0.1, 0.0], [-0.1, 0.0, 0.0], [0.0, 0.0, -0.1], [-0.1, 0.0, 0.0], [0.1, 0.0, 0.0], [0.0, 0.1, 0.0], [0.0, 0.1, 0.0], [0.1, -0.1, -0.1], [0.1, 0.0, 0.1], [-0.1, 0.0, 0.0], [0.1, 0.1, -0.2], [0.0, 0.0, -0.1], [0.0, 0.0, 0.1], [0.0, 0.1, 0.1], [0.1, 0.1, 0.1], [0.0, 0.0, 0.0], [-0.1, 0.0, 0.0], [0.0, -0.1, 0.0], [0.0, 0.0, 0.0], [0.0, 0.1, 0.0], [0.0, 0.1, 0.0], [-0.2, 0.0, 0.0], [0.0, 0.0, 0.0], [0.0, -0.2, 0.2], [0.0, 0.0, 0.0], [0.0, 0.0, -0.1], [0.1, 0.0, 0.0], [0.0, 0.0, 0.1], [0.0, 0.0, 0.0], [0.0, -0.1, 0.0]], "lowdin_charge": [1.13, 1.54, 0.65, 0.93, 0.20, 0.21, -0.81, -0.08, -0.08, -0.18, -0.08, 0.03, -0.15, -0.03, -0.19, -0.15, -0.05, -0.49, -0.16, -0.10, -0.20, -0.18, -0.04, -0.36, -0.13, -0.36, -0.21, -0.03, -0.18, -0.13, -0.05, 0.05, -0.06, -0.04, -0.12, -0.04, -0.10, -0.38, -0.58, -0.03, -0.04, -0.05, -0.05, -0.13, -0.01, 0.06, 0.12, 0.15, 0.10, 0.13, 0.13, 0.12, 0.10, 0.11, 0.15, 0.13, 0.14, 0.12, 0.13, 0.15, 0.08, 0.13, 0.06, 0.12, 0.08, 0.12, 0.08, 0.15, 0.14, 0.14, 0.14, 0.13, 0.13, 0.07, 0.14, 0.15, 0.13, 0.13, 0.12, 0.12, 0.10, 0.06], "total_charge": 3, "homo_lumo_gap_ev": [3.761, 4.334]}



{"formula": "C33H38N6OPdS3", "method": "ωB97M-V with the def2-TZVPD basis set", "species": ["Pd", "S", "S", "S", "O", "N", "N", "N", "N", "N", "N", "C", "C", "C", "C", "C", "C", "C", "C", "C", "C", "C", "C", "C", "C", "C", "C", "C", "C", "C", "C", "C", "C", "C", "C", "C", "C", "C", "C", "C", "C", "C", "C", "C", "H", "H", "H", "H", "H", "H", "H", "H", "H", "H", "H", "H", "H", "H", "H", "H", "H", "H", "H", "H", "H", "H", "H", "H", "H", "H", "H", "H", "H", "H", "H", "H", "H", "H", "H", "H", "H", "H"], "positions_angstrom": [[0.213, -0.010, 0.297], [-0.786, 2.549, 1.235], [0.653, 0.437, 2.734], [2.430, 1.053, -0.122], [-1.798, 1.447, 1.030], [-1.290, -1.505, 1.256], [-0.311, -0.647, -1.952], [1.667, -1.777, 0.687], [0.820, -0.142, -2.538], [0.906, -0.525, -3.753], [-0.165, -1.291, -3.999], [-0.785, -0.250, 3.363], [-3.661, 5.165, 2.250], [-0.831, 3.119, -2.757], [-1.645, 3.952, 1.895], [-1.140, 0.100, 4.682], [5.314, -0.260, 2.262], [-0.899, 4.923, 2.548], [-0.554, -2.789, 1.151], [-1.585, -1.160, 2.638], [-2.994, -1.404, 4.586], [3.610, -1.986, 2.192], [0.896, -2.682, 1.574], [-1.554, 6.043, 3.037], [2.017, -2.450, -0.589], [3.350, 0.016, 0.874], [-0.099, -4.259, -4.167], [0.856, 4.586, -1.853], [-3.021, 4.042, 1.750], [0.152, 4.080, -2.942], [0.584, 4.121, -0.577], [-2.522, -1.556, 0.435], [-0.892, -1.362, -2.891], [-2.670, -1.733, 3.272], [-0.356, -1.994, -5.278], [1.854, -3.228, -5.391], [-2.929, 6.162, 2.885], [2.874, -1.253, 1.288], [4.595, 0.480, 1.348], [0.334, -3.362, -5.323], [-2.241, -0.467, 5.286], [-1.117, 2.646, -1.482], [4.816, -1.486, 2.690], [-0.402, 3.156, -0.411], [2.558, -1.760, -1.230], [-0.530, 0.820, 5.212], [-3.571, 3.250, 1.255], [-2.511, -0.188, 6.296], [3.277, -2.964, 2.515], [-3.840, -1.884, 5.060], [-3.291, -2.444, 2.741], [-1.035, -3.551, 1.772], [-1.822, -1.905, -2.815], [2.241, -2.613, -4.575], [-1.430, -2.104, -5.418], [1.129, 4.507, 0.278], [-3.436, 7.035, 3.275], [2.323, -4.210, -5.322], [0.312, -5.259, -4.300], [0.958, -2.302, 2.591], [4.960, 1.438, 0.997], [0.367, 4.447, -3.937], [-4.734, 5.262, 2.145], [1.614, 5.344, -1.999], [-3.046, -2.508, 0.545], [-1.187, -4.356, -4.106], [1.326, -3.687, 1.557], [0.038, -1.344, -6.056], [1.112, -2.766, -1.101], [-1.910, 1.930, -1.312], [6.255, 0.110, 2.644], [5.378, -2.079, 3.400], [-0.625, -3.117, 0.114], [0.275, -3.883, -3.208], [-1.389, 2.744, -3.605], [2.170, -2.772, -6.331], [-3.181, -0.744, 0.726], [-0.017, -3.817, -6.253], [2.643, -3.325, -0.393], [-2.254, -1.427, -0.608], [-0.992, 6.815, 3.545], [0.171, 4.806, 2.681]], "forces_ev_per_a": [[0.1, -1.1, 0.9], [-0.2, 0.9, -0.1], [-0.3, 0.0, -0.1], [-0.3, 0.1, -0.1], [0.4, -0.3, -0.3], [0.1, 0.2, -0.1], [0.8, 0.3, -0.2], [-0.1, 0.1, -0.2], [-0.3, -0.1, -0.3], [-0.1, 0.0, 0.2], [0.1, -0.1, -0.2], [0.3, 0.1, 0.0], [0.0, 0.0, 0.0], [0.0, 0.0, 0.0], [-0.1, 0.0, 0.1], [0.0, -0.1, 0.1], [0.0, 0.0, 0.0], [0.0, 0.0, 0.0], [0.0, 0.0, 0.0], [-0.2, -0.1, -0.1], [0.0, 0.0, 0.0], [0.0, -0.1, 0.1], [0.0, 0.0, -0.1], [0.0, 0.0, 0.0], [0.0, -0.1, 0.0], [-0.1, 0.1, -0.1], [0.0, 0.0, 0.0], [0.0, 0.0, 0.0], [0.0, 0.0, -0.1], [0.0, 0.0, 0.0], [0.1, -0.1, 0.1], [-0.1, 0.0, 0.1], [-0.4, 0.0, 0.3], [0.0, -0.1, -0.1], [0.1, -0.1, -0.1], [0.0, 0.0, 0.0], [0.0, 0.0, 0.0], [0.0, 0.0, 0.0], [0.0, 0.0, 0.0], [0.1, 0.1, 0.2], [0.0, 0.0, 0.0], [0.0, 0.1, -0.1], [0.0, 0.0, 0.0], [-0.1, 0.0, 0.1], [0.0, 0.1, 0.0], [0.0, 0.0, 0.0], [0.0, 0.0, 0.0], [0.0, 0.0, 0.0], [0.0, 0.0, 0.0], [0.0, 0.0, 0.0], [0.0, 0.0, 0.1], [-0.1, 0.0, 0.0], [0.1, 0.0, 0.0], [0.0, 0.0, 0.0], [0.0, 0.1, 0.0], [0.0, 0.0, 0.0], [0.0, 0.0, 0.0], [0.0, 0.0, 0.0], [0.0, 0.0, 0.0], [0.0, 0.0, 0.1], [0.0, 0.0, 0.0], [0.0, 0.0, 0.0], [0.0, 0.0, 0.0], [0.0, 0.0, 0.0], [0.0, 0.0, 0.1], [0.0, 0.0, 0.0], [0.1, 0.0, 0.0], [0.0, 0.1, 0.0], [0.0, 0.0, 0.0], [0.0, -0.1, 0.0], [0.0, 0.0, 0.0], [0.0, 0.0, 0.0], [0.0, 0.0, 0.0], [0.0, 0.0, 0.0], [0.0, 0.0, 0.0], [0.0, 0.0, 0.1], [0.0, 0.1, 0.0], [0.0, 0.0, 0.0], [0.0, 0.0, 0.0], [0.0, 0.0, 0.0], [0.0, 0.0, 0.0], [0.0, 0.0, 0.0]], "lowdin_spin": [1.33, 0.07, 0.69, 0.68, 0.06, 0.09, 0.04, 0.15, 0.02, 0.00, 0.00, 0.08, 0.00, 0.00, 0.01, 0.09, 0.00, 0.00, 0.01, 0.08, 0.12, 0.01, 0.01, 0.00, 0.01, 0.09, 0.00, 0.00, 0.00, 0.00, 0.00, 0.00, 0.00, 0.00, 0.00, 0.00, 0.00, 0.09, 0.10, 0.00, -0.01, 0.00, 0.12, 0.01, 0.00, 0.00, 0.00, 0.00, 0.00, 0.01, 0.00, 0.00, 0.00, 0.00, 0.00, 0.00, 0.00, 0.00, 0.00, 0.00, 0.00, 0.00, 0.00, 0.00, 0.00, 0.00, 0.00, 0.00, 0.00, 0.00, 0.00, 0.01, 0.00, 0.00, 0.00, 0.00, 0.00, 0.00, 0.00, 0.00, 0.00, 0.00], "e_above_lowest_ev": 0.890, "total_charge": 2, "s_squared": 6.052, "multiplicity": 5, "homo_lumo_gap_ev": [9.167, 5.795]}



{"formula": "C33H38N7O2Sr", "method": "ωB97M-V with the def2-TZVPD basis set", "species": ["Sr", "O", "O", "N", "N", "N", "N", "N", "N", "N", "C", "C", "C", "C", "C", "C", "C", "C", "C", "C", "C", "C", "C", "C", "C", "C", "C", "C", "C", "C", "C", "C", "C", "C", "C", "C", "C", "C", "C", "C", "C", "C", "C", "H", "H", "H", "H", "H", "H", "H", "H", "H", "H", "H", "H", "H", "H", "H", "H", "H", "H", "H", "H", "H", "H", "H", "H", "H", "H", "H", "H", "H", "H", "H", "H", "H", "H", "H", "H", "H", "H"], "positions_angstrom": [[1.456, -1.478, -0.101], [2.376, -3.855, 1.996], [2.291, -5.290, -0.570], [1.831, -2.402, -2.509], [-0.559, -0.352, -1.225], [-1.151, -4.372, 2.495], [3.039, -3.113, -0.127], [-0.270, -2.870, 0.750], [0.395, 0.478, 1.179], [3.440, -0.747, 1.364], [2.224, -3.675, -2.314], [3.827, -1.964, 1.786], [-0.126, 3.039, 2.211], [-1.863, 1.621, -1.528], [1.815, -2.818, -4.863], [-1.925, 4.542, 3.040], [5.246, 0.202, 2.607], [0.612, 2.107, 2.928], [-2.337, -4.058, 3.299], [5.625, -1.060, 3.046], [-2.071, -0.159, -3.072], [4.146, 0.313, 1.782], [-0.602, -5.734, 2.514], [-3.682, 3.323, -2.954], [-2.783, 2.126, -4.944], [-0.422, 4.447, 2.723], [2.388, -4.576, -3.352], [0.836, 0.857, 2.380], [3.020, -3.141, 1.240], [-0.629, 2.619, 0.980], [-4.731, 1.180, -3.673], [-1.150, -0.851, -2.317], [2.495, -4.135, -0.880], [-0.062, 5.474, 1.642], [-3.404, 1.945, -3.551], [1.643, -1.995, -3.770], [-2.434, 1.132, -2.696], [0.370, 4.777, 3.988], [4.895, -2.162, 2.643], [-0.362, 1.353, 0.489], [-0.728, -3.534, 1.583], [-0.942, 0.863, -0.814], [2.186, -4.138, -4.648], [-2.163, -4.379, 4.324], [-2.782, 3.943, -2.928], [1.405, 0.118, 2.935], [-2.512, -2.986, 3.289], [5.145, -3.165, 2.962], [0.374, -5.732, 2.034], [1.447, 4.773, 3.801], [5.796, 1.086, 2.899], [-4.093, 3.253, -1.943], [-5.429, 1.749, -4.292], [-0.490, -6.046, 3.549], [-0.678, 5.364, 0.746], [-0.224, 6.482, 2.029], [-1.816, 2.628, -4.877], [-2.174, 5.561, 3.345], [-2.637, 1.169, -5.449], [1.329, -0.966, -3.901], [0.095, 5.776, 4.333], [2.684, -5.590, -3.119], [-5.189, 1.035, -2.690], [3.804, 1.284, 1.439], [-2.197, 3.866, 3.854], [-2.492, -0.629, -3.951], [-4.597, 0.199, -4.133], [0.987, 5.387, 1.349], [1.657, -2.434, -5.862], [-3.441, 2.738, -5.566], [-2.536, 4.291, 2.170], [0.153, 4.083, 4.801], [-4.420, 3.838, -3.571], [-1.246, 3.298, 0.408], [6.482, -1.178, 3.697], [-1.267, -6.426, 1.998], [2.310, -4.816, -5.484], [-2.151, 2.596, -1.169], [-0.866, -1.859, -2.593], [-3.217, -4.571, 2.910], [1.027, 2.337, 3.899]], "forces_ev_per_a": [[-1.1, 2.5, -0.9], [0.2, 0.1, 0.1], [0.0, 0.0, -0.1], [0.3, -0.4, -0.3], [-0.5, 0.3, -0.3], [-0.1, 0.3, 0.0], [0.9, -1.6, 0.3], [-1.0, -0.5, 0.5], [-0.3, 0.6, 0.3], [0.6, -0.2, 0.3], [-0.1, 0.2, 0.1], [-0.1, 0.1, -0.1], [0.0, 0.1, 0.0], [-0.1, 0.1, 0.0], [0.0, -0.1, -0.1], [0.0, 0.0, 0.0], [0.1, 0.0, 0.0], [0.0, 0.0, 0.1], [0.2, -0.1, -0.2], [0.1, 0.1, 0.1], [-0.1, 0.0, -0.1], [-0.2, -0.1, 0.0], [0.0, 0.1, 0.0], [0.0, 0.0, 0.0], [0.0, 0.0, 0.0], [-0.1, -0.1, 0.0], [0.0, -0.1, 0.0], [0.0, -0.1, -0.2], [0.6, -0.6, -0.2], [-0.1, 0.1, 0.0], [0.0, 0.0, 0.0], [0.1, 0.0, 0.2], [0.4, 0.1, 0.1], [0.0, 0.0, 0.0], [0.0, -0.1, 0.1], [-0.1, 0.0, 0.3], [0.0, 0.1, -0.1], [0.0, 0.0, 0.0], [0.0, -0.1, 0.0], [0.0, -0.2, -0.1], [0.2, -0.6, 0.1], [0.1, 0.0, 0.2], [0.0, 0.0, -0.1], [0.0, 0.0, 0.0], [0.0, 0.0, 0.0], [0.0, 0.0, 0.0], [0.0, 0.0, 0.0], [0.0, 0.0, 0.0], [0.0, 0.0, 0.0], [0.0, 0.0, 0.0], [0.0, 0.0, 0.0], [0.0, 0.0, -0.1], [0.0, 0.0, 0.0], [0.0, 0.0, 0.1], [0.0, 0.0, 0.0], [0.0, 0.0, 0.0], [0.0, 0.0, 0.0], [0.0, -0.1, 0.0], [0.0, 0.0, 0.0], [0.0, 0.0, 0.0], [0.0, 0.0, 0.0], [0.0, 0.0, 0.0], [0.0, 0.0, -0.1], [0.0, 0.0, 0.0], [0.0, 0.0, 0.0], [0.0, 0.0, 0.0], [0.0, 0.1, 0.0], [0.0, 0.0, 0.0], [0.0, 0.0, 0.0], [0.0, 0.0, 0.0], [0.0, 0.0, 0.0], [0.0, 0.0, 0.0], [0.0, 0.0, 0.0], [0.1, 0.0, 0.0], [0.0, 0.0, 0.0], [-0.1, 0.0, 0.0], [0.0, 0.0, 0.0], [0.0, 0.0, 0.0], [0.0, 0.0, 0.0], [0.0, 0.0, 0.0], [0.0, 0.0, 0.0]], "lowdin_charge": [1.51, 0.08, 0.10, 0.01, 0.00, -0.18, -0.08, 0.06, 0.00, 0.00, -0.19, -0.21, -0.14, 0.06, -0.05, -0.03, -0.05, 0.02, -0.02, -0.03, 0.01, -0.13, -0.01, -0.06, -0.04, -0.56, 0.01, -0.12, -0.55, 0.05, -0.04, -0.12, -0.48, -0.04, -0.56, -0.14, -0.14, -0.06, 0.01, -0.19, -0.25, -0.19, -0.03, 0.09, 0.09, 0.11, 0.09, 0.13, 0.09, 0.09, 0.11, 0.09, 0.09, 0.09, 0.08, 0.09, 0.09, 0.09, 0.08, 0.11, 0.09, 0.13, 0.10, 0.12, 0.09, 0.12, 0.08, 0.10, 0.11, 0.09, 0.08, 0.08, 0.09, 0.11, 0.12, 0.10, 0.12, 0.09, 0.11, 0.09, 0.11], "e_above_lowest_ev": 0.644, "total_charge": 1, "homo_lumo_gap_ev": 8.720}